A cluster of 2 separate species, C6H13N5S in total. Source: the OMol25 dataset; level of theory: ωB97M-V/def2-TZVPD.

Last column: Löwdin charge in e.
Element x y z (Å)
1 C -0.54269 -2.77466 2.34495  -0.9330
2 C 0.82315 -1.26132 -0.31574  -0.0267
3 C 0.63019 0.70935 -1.72880  0.0319
4 C 0.97638 0.96974 0.63639  -0.0879
5 C -2.37260 -1.31599 1.85553  0.1427
6 C -1.10519 0.04327 0.00050  -0.0649
7 N -0.09132 -3.91256 1.82286  -0.0305
8 N -0.95099 -4.28196 0.90674  -0.0439
9 N -1.87871 -3.40922 0.71484  -0.0079
10 N -1.74626 -2.49788 1.63085  -0.2095
11 N 0.32751 0.12016 -0.30022  -0.4584
12 S 0.21040 -1.90621 3.56013  0.5304
13 H 0.35087 -1.84840 0.46189  0.0488
14 H 0.45151 -1.68369 -1.23626  0.1040
15 H 1.91856 -1.40419 -0.25034  0.1271
16 H 0.47163 1.69281 -1.78044  0.0444
17 H 1.66868 0.33378 -1.97580  0.1261
18 H -0.08172 0.31061 -2.45220  0.1000
19 H 2.11042 1.10947 0.52265  0.1291
20 H 0.44037 2.01435 0.63749  0.1369
21 H 0.92047 0.54095 1.67735  0.0920
22 H -2.13455 -0.85594 2.83678  0.0738
23 H -3.19699 -1.05587 1.29379  0.0585
24 H -1.46221 1.10681 0.23662  0.0756
25 H -1.64723 -0.18544 -0.88750  0.0415

## Properties
HOMO energy (spin up / spin down): -7.48 / -7.48 eV
net charge: 0
orbital gap (spin up / spin down): 6.35 / 6.35 eV
relative energy (zero: lowest compared OMol25 entry of this formula, charge and spin): 155.5 kJ/mol


A structure of composition C23H28GeO7P2PdSe2. Source: the OMol25 dataset; level of theory: ωB97M-V/def2-TZVPD.

Last column: Löwdin charge in e.
Element x y z (Å)
1 Pd 0.46528 -1.22167 0.68677  0.7404
2 O 2.39454 -0.52383 2.64238  -0.1974
3 P 2.58145 -2.14601 2.38362  0.1959
4 O 3.64688 -2.61218 3.27863  -0.2791
5 O 2.52501 -2.34181 0.89244  -0.3406
6 O 1.04132 -2.63285 2.86907  -0.3487
7 P 0.55023 -4.00678 2.02979  0.1975
8 O -0.72796 -4.38871 2.98360  -0.1733
9 O 1.54386 -5.08612 2.06382  -0.2676
10 O -0.07095 -3.52549 0.74271  -0.4653
11 H 3.00047 -0.28485 3.35517  0.0685
12 H -0.42145 -5.02093 3.64659  0.0768
13 C -3.67505 0.99264 1.11067  -0.2774
14 Se -1.86022 1.19748 1.79557  1.1882
15 C -1.89895 -0.28807 3.10077  -0.3973
16 C -2.56058 -1.55187 2.56071  -0.4437
17 Se -2.18199 -1.78304 0.66017  1.0806
18 C -2.67284 -3.63942 0.48032  -0.3130
19 H -3.94209 1.96833 0.71333  0.0398
20 H -4.19078 0.76686 2.04037  0.0445
21 H -3.77060 0.22627 0.35585  -0.0120
22 H -2.38447 0.06263 4.00957  0.0845
23 H -0.84323 -0.46955 3.29445  0.0675
24 H -3.64377 -1.51657 2.66488  0.0728
25 H -2.16308 -2.41981 3.08864  0.0717
26 H -2.26072 -4.19538 1.31415  0.0142
27 H -2.21235 -3.98920 -0.43807  0.0403
28 H -3.75886 -3.69412 0.42792  0.0360
29 C -0.11139 0.61735 1.11687  -0.6440
30 Ge 0.34214 1.14723 -0.72251  0.8899
31 C -1.20303 1.02183 -1.89345  -0.2706
32 C -1.77807 -0.18271 -2.30357  -0.1486
33 C -2.93145 -0.19754 -3.07563  -0.0783
34 C -3.53767 0.99532 -3.44593  -0.0834
35 C -2.97845 2.20338 -3.05479  -0.0830
36 C -1.81850 2.21396 -2.28961  -0.1068
37 C 1.84745 0.00528 -1.22343  -0.3171
38 C 3.10342 0.36345 -0.71551  -0.1100
39 C 4.21552 -0.41046 -0.98625  -0.0697
40 C 4.08867 -1.56144 -1.75303  -0.0670
41 C 2.85836 -1.92305 -2.27392  -0.0703
42 C 1.74101 -1.14602 -2.00827  -0.1176
43 C 1.08440 2.94034 -0.77850  -0.2981
44 C 1.22018 3.72265 0.36569  -0.1050
45 C 1.86334 4.95498 0.31620  -0.0835
46 C 2.36783 5.42146 -0.88714  -0.0854
47 C 2.22751 4.65918 -2.04119  -0.0781
48 C 1.59869 3.42525 -1.98355  -0.1038
49 H 0.53179 0.97674 1.92433  0.0156
50 H -1.31958 -1.12426 -2.03043  0.0647
51 H -3.35714 -1.14292 -3.38890  0.1080
52 H -4.44154 0.98272 -4.04201  0.1045
53 H -3.43996 3.13753 -3.34991  0.1042
54 H -1.38101 3.16531 -2.00428  0.0964
55 H 3.21071 1.26190 -0.11796  0.1054
56 H 5.17965 -0.13187 -0.58080  0.1104
57 H 4.95300 -2.18859 -1.92854  0.1106
58 H 2.75994 -2.82294 -2.86649  0.1102
59 H 0.79653 -1.41536 -2.46308  0.0858
60 H 0.82073 3.37675 1.31382  0.0884
61 H 1.97389 5.54555 1.21701  0.1031
62 H 2.87294 6.37811 -0.92844  0.1032
63 H 2.61686 5.02479 -2.98304  0.1046
64 H 1.51415 2.83019 -2.88764  0.1114

## Properties
HOMO energy: -8.17 eV
net charge: 0
orbital gap: 6.58 eV
relative energy (zero: lowest compared OMol25 entry of this formula, charge and spin): 334.0 kJ/mol


A structure of composition C12H23AsCuF9NO5. Source: the OMol25 dataset; level of theory: ωB97M-V/def2-TZVPD.

Last column: Mulliken spin population.
Element x y z (Å)
1 Cu 0.44325 -0.24688 0.07880  0.6525
2 C -0.81221 -0.49826 2.81476  -0.0094
3 O -1.46785 -0.30386 1.54886  0.0008
4 O 0.52756 -0.61829 2.33467  0.2976
5 C -1.29006 0.64353 3.87004  0.0015
6 F -2.31529 0.26990 4.60992  0.0003
7 F -0.36036 0.96471 4.72902  0.0003
8 F -1.69827 1.78032 3.32018  0.0001
9 C -2.90242 -0.35327 1.41382  -0.0002
10 C -3.59150 -1.75921 1.36872  0.0001
11 H -3.67037 -2.25338 2.33705  -0.0001
12 H -4.62993 -1.55122 1.11086  0.0000
13 H -3.18137 -2.56397 0.75858  0.0002
14 H -3.31748 0.00719 0.47259  0.0001
15 H -3.38524 0.25450 2.17905  0.0000
16 H -0.98872 -1.46369 3.28898  0.0133
17 As 2.90266 0.61323 -3.03064  -0.0006
18 F 3.92471 1.26195 -4.43060  0.0000
19 F 1.43762 1.48038 -3.73837  0.0000
20 F 1.93729 0.02307 -1.62331  0.0031
21 F 4.31714 -0.43641 -2.62280  0.0001
22 F 3.35428 2.07614 -2.05027  0.0000
23 F 2.32189 -0.69691 -4.06772  0.0000
24 C 4.13045 3.24769 1.29196  0.0000
25 C 3.04100 2.29050 1.00354  0.0001
26 N 2.18298 1.55502 0.72837  0.0021
27 H 3.63049 4.18822 1.52333  0.0000
28 H 4.68170 3.40914 0.36558  -0.0001
29 H 4.78029 2.82440 2.05789  0.0000
30 C -0.83216 2.56767 0.49733  -0.0012
31 O -0.74019 1.51793 -0.38108  0.0080
32 C -1.60737 1.60919 -1.54075  0.0020
33 C -1.76864 0.16312 -2.16403  0.0007
34 O -0.73835 -0.70946 -1.69381  0.0075
35 C -0.88834 -2.08666 -2.02635  0.0020
36 C 0.32824 -2.79786 -1.44655  -0.0039
37 O 0.62225 -2.50538 -0.08131  0.0217
38 C 1.75003 -3.23753 0.39681  -0.0027
39 H -0.06873 2.45506 1.26713  0.0005
40 H -1.77978 2.37280 0.99949  -0.0003
41 H -0.77650 3.60430 0.16505  0.0004
42 H -1.37812 2.36797 -2.28893  0.0000
43 H -2.53533 2.09326 -1.23633  0.0000
44 H -1.71246 0.34925 -3.23655  0.0003
45 H -2.76737 -0.21584 -1.94716  -0.0004
46 H -0.79594 -2.15127 -3.11050  -0.0005
47 H -1.84604 -2.57183 -1.83792  0.0001
48 H 1.23058 -2.63852 -2.03687  0.0004
49 H 0.20684 -3.87952 -1.50458  0.0025
50 H 1.50189 -4.29849 0.36691  0.0012
51 H 1.96888 -3.02135 1.44250  0.0002
52 H 2.62438 -3.13140 -0.24533  -0.0002

## Properties
HOMO energy (spin up / spin down): -9.97 / -9.49 eV
net charge: 0
<S²>: 0.757
orbital gap (spin up / spin down): 10.26 / 7.00 eV
relative energy (zero: lowest compared OMol25 entry of this formula, charge and spin): 334.6 kJ/mol
spin multiplicity: 2


The molecule C16H17ClN2O. Source: the OMol25 dataset; level of theory: ωB97M-V/def2-TZVPD.

Last column: Löwdin charge in e.
Element x y z (Å)
1 C 1.12018 1.29517 2.50866  0.0152
2 C 1.86750 1.09829 1.08154  -0.2380
3 C 3.07161 0.51036 0.94635  -0.1265
4 C 3.55117 0.17851 -0.29126  -0.7504
5 Cl 5.01504 -0.62797 -0.34786  0.7184
6 C 2.92484 0.50824 -1.57258  -0.0375
7 C 1.65641 1.29431 -1.26566  0.0164
8 C 1.02411 1.47455 0.08655  -0.2060
9 N -0.08675 2.39928 -0.15683  0.0260
10 N -1.14213 1.77947 -0.70592  0.0345
11 C -2.19283 1.37530 0.02909  -0.4893
12 O -2.22558 1.26280 1.12378  0.1714
13 C -3.17043 0.31568 -0.94735  -0.1801
14 C -2.63995 -0.72183 -1.46803  -0.2323
15 C -1.51083 -1.55400 -0.68543  -0.1990
16 C -1.95141 -2.01357 0.55712  0.0281
17 C -0.86106 -2.43473 1.23158  -0.1877
18 C 0.33384 -2.52875 1.02521  -0.0249
19 C 0.68960 -2.03812 -0.39915  0.0562
20 C -0.33177 -1.34468 -0.96568  -0.1509
21 H -0.01430 0.93611 2.39259  0.1145
22 H 1.16737 2.54007 2.77696  0.1630
23 H 1.59670 0.69347 3.00019  -0.0693
24 H 3.36677 -0.10016 1.83657  0.1391
25 H 3.32740 0.49123 -2.50724  0.0514
26 H 1.25389 1.88317 -2.25834  0.1473
27 H -0.42044 2.56005 0.83180  0.1279
28 H -1.10276 1.76803 -1.63107  0.0836
29 H -3.94858 0.23561 -0.11823  0.1319
30 H -3.64507 1.19274 -1.66155  0.1701
31 H -3.32601 -1.22264 -1.91039  0.0703
32 H -2.17084 -0.37529 -2.39961  0.1349
33 H -2.93756 -2.12158 0.78442  0.1023
34 H -1.18057 -2.94459 2.23229  0.1520
35 H 1.10342 -2.85559 1.30771  0.0037
36 H 1.70480 -2.01255 -0.45003  0.0635
37 H 0.08422 -0.89639 -2.01022  0.1704

## Properties
HOMO energy: -8.40 eV
net charge: 0
orbital gap: 9.08 eV
SMILES: Cc1cc(Cl)ccc1NNC(=O)CCc1ccccc1
relative energy (zero: lowest compared OMol25 entry of this formula, charge and spin): 1450.8 kJ/mol


A cluster of 2 separate species, C8H17NO in total. Source: the OMol25 dataset; level of theory: ωB97M-V/def2-TZVPD.

Last column: Mulliken spin population.
Element x y z (Å)
1 C 1.68021 1.03436 -0.25113  -0.0090
2 C 2.57558 -0.59206 -1.84972  0.0021
3 C 2.94116 -1.07464 0.69823  0.0020
4 C -2.29646 1.54884 -0.04297  0.0106
5 C -2.73298 -0.67841 -1.27822  0.0484
6 C -2.65465 -0.56205 1.17912  0.0098
7 C 2.30987 -0.11864 -0.45768  0.0369
8 C -1.99437 0.01785 -0.09203  0.1064
9 N -0.52765 -0.19268 -0.23107  0.9778
10 O -0.07822 -1.13826 0.37887  0.7978
11 H 1.78532 1.50204 -1.35916  0.0013
12 H 2.95320 -1.58283 -1.83801  0.0004
13 H 3.34272 -0.01594 -2.41597  0.0027
14 H 1.60414 -0.49965 -2.33052  0.0016
15 H 2.02365 -1.52954 1.09316  0.0080
16 H 3.66685 -1.66828 0.17303  -0.0001
17 H 3.25464 -0.36560 1.47417  0.0011
18 H -1.91877 2.05160 -0.96229  0.0015
19 H -3.34386 1.73049 0.17180  0.0011
20 H -1.73022 1.83847 0.77585  -0.0006
21 H -2.62595 -1.73666 -1.22219  -0.0013
22 H -2.24228 -0.30460 -2.18191  0.0008
23 H -3.70042 -0.39956 -0.83136  0.0005
24 H -3.58811 -0.02828 1.25651  0.0038
25 H -2.82588 -1.67419 0.93141  0.0040
26 H -2.13034 -0.43800 2.04038  0.0002
27 H 1.09043 1.46847 0.57022  -0.0078

## Properties
HOMO energy (spin up / spin down): -7.84 / -8.38 eV
net charge: 0
<S²>: 2.009
orbital gap (spin up / spin down): 8.70 / 7.57 eV
spin multiplicity: 3


A cluster of 2 separate species, C4H10N3 in total. Source: the OMol25 dataset; level of theory: ωB97M-V/def2-TZVPD.

Last column: Löwdin charge in e.
Element x y z (Å)
1 C -0.84770 -0.27159 0.19034  -0.4980
2 C 2.08383 -0.13099 -0.11434  -0.2189
3 C -1.64111 0.32812 -0.85326  -0.0323
4 C -0.12275 0.46007 0.99855  0.0324
5 N -0.69623 -1.63230 0.19327  0.1077
6 N 2.77020 0.94935 0.03902  0.1794
7 N 1.85185 -1.28857 -0.22998  0.2503
8 H -1.70144 -0.15415 -1.86728  0.1184
9 H -1.31510 1.35399 -1.02281  0.0919
10 H -2.67981 0.45621 -0.46293  0.1192
11 H -0.15171 1.46387 0.99171  0.0529
12 H 0.57563 -0.11026 1.54905  0.0685
13 H -0.53717 -2.11471 1.13193  0.1872
14 H 2.30504 1.75176 0.42544  0.1201
15 H 3.85736 1.11364 -0.05340  0.2219
16 H -1.29271 -1.98950 -0.53264  0.1255
17 H 0.87938 -1.72185 -0.24570  0.0739

## Properties
HOMO energy (spin up / spin down): -13.39 / -13.39 eV
net charge: +1
orbital gap (spin up / spin down): 8.96 / 8.96 eV
relative energy (zero: lowest compared OMol25 entry of this formula, charge and spin): 300.0 kJ/mol


The ion C5H8NO with charge +1. Source: the OMol25 dataset; level of theory: ωB97M-V/def2-TZVPD.

Last column: Löwdin charge in e.
Element x y z (Å)
1 N 3.01547 0.17556 0.29298  0.1662
2 C 1.83082 0.00797 -0.52793  -0.0998
3 C 0.55241 0.06429 0.12480  -0.0203
4 C -0.94767 -0.08957 -0.25237  -0.0224
5 C -2.22165 0.02809 0.34623  -0.0403
6 C -3.45431 -0.21812 -0.24800  -0.2809
7 O -4.51629 0.15844 0.23415  0.0970
8 H 3.92115 -0.17346 -0.14473  0.2176
9 H 2.84280 -0.45598 1.06554  0.1542
10 H 2.93297 1.13354 0.73376  0.2053
11 H 1.88745 -0.21115 -1.58452  0.1189
12 H 0.77136 0.18641 1.25221  0.1262
13 H -0.90521 -0.53299 -1.33906  0.1384
14 H -2.27726 0.60266 1.25627  0.1223
15 H -3.43203 -0.67569 -1.20933  0.1175

## Properties
HOMO energy: -13.25 eV
net charge: +1
orbital gap: 8.13 eV
SMILES: [NH3+]/C=C/C=C/C=O
relative energy (zero: lowest compared OMol25 entry of this formula, charge and spin): 304.6 kJ/mol


What maximum force values result from the calculations? In sequence: 5.1, 2.7, 3.5, 17.7, 4.4, 3.3, 7.1 eV/Å.